The following is a DFT calculation (ωB97M-V/def2-TZVPD) of 8 unconnected molecules or ions with the total composition C6H24O8 at a distorted geometry.

Output
HOMO level (alpha / beta) = -13.925 / -13.836 eV
LUMO (alpha / beta) = -4.077 / -8.215 eV
total energy = -22981.906 eV
total charge = +1
orbital gap (alpha / beta) = 9.8 / 5.6 eV
2S+1 = 2
<S²> = 0.77

Each line ends with the Mulliken spin population.
Element x y z (Å)
O -1.947 0.303 1.585  0.0158
O -2.731 -0.699 -3.250  0.0001
O -0.899 -2.234 2.159  0.0005
O 2.232 2.304 0.044  0.0088
O -0.350 2.377 1.195  0.0071
O 3.712 0.043 -0.561  0.0064
O -0.345 3.397 -1.480  0.0085
O -3.379 -0.468 -0.575  0.0003
C 1.212 -0.279 -0.797  0.1291
C 1.375 -0.285 1.657  0.3062
C 0.265 0.554 -1.252  0.1730
C -0.562 -2.771 0.885  0.0352
C 1.139 -0.972 0.482  0.2066
C 0.882 -2.444 0.436  0.0122
H -2.528 -1.597 -3.526  -0.0001
H -0.622 0.783 -0.673  0.0383
H -0.747 -3.845 0.889  0.0007
H 1.046 -2.879 -0.550  0.0016
H 1.406 -0.768 2.626  0.0054
H 2.105 -0.510 -1.382  0.0141
H 1.587 -2.988 1.078  -0.0008
H -3.092 -0.582 -1.508  -0.0003
H -4.200 0.037 -0.607  0.0000
H -0.908 1.567 1.321  -0.0035
H -0.138 -2.276 2.748  0.0027
H 1.584 0.777 1.662  0.0500
H -0.468 3.026 -0.586  -0.0042
H 0.348 1.077 -2.197  -0.0079
H -1.962 -0.157 -3.448  0.0000
H -1.517 -0.526 1.871  -0.0086
H 4.194 -0.117 0.262  0.0021
H -0.640 3.020 1.843  0.0002
H 0.568 3.167 -1.678  -0.0009
H -1.264 -2.316 0.180  -0.0010
H 3.188 0.845 -0.363  -0.0024
H 2.574 3.184 0.231  0.0004
H 1.358 2.230 0.481  0.0066
H -2.473 0.025 0.797  -0.0022

=====

The following is a DFT calculation (ωB97M-V/def2-TZVPD) of a single C4H7NO molecule at a distorted geometry.

Output
HOMO level = -9.185 eV
LUMO = 0.658 eV
total energy = -7795.953 eV
orbital gap = 9.8 eV
2S+1 = 1
energy relative to the best compared isomer or geometry (same formula, charge and spin) = 356.2 kJ/mol

Each line ends with the Löwdin charge.
Element x y z (Å)
O 0.597 2.242 -0.725  0.0267
N -0.556 0.175 -1.171  0.1249
C -1.109 -0.491 1.193  -0.0409
C 0.899 -0.062 -0.386  -0.1198
C 1.275 1.350 -0.274  -0.2818
C -0.404 -0.708 -0.101  -0.4437
H -2.148 -0.815 1.125  0.0776
H -0.317 -1.739 -0.440  0.1386
H 1.757 -0.782 -0.403  0.1430
H -0.497 -0.188 -2.107  0.0917
H 2.269 1.575 0.142  0.1116
H -1.078 0.564 1.477  0.0880
H -0.580 -1.086 1.945  0.0841

=====

The following is a DFT calculation (ωB97M-V/def2-TZVPD) of 8 unconnected molecules or ions with the total composition C49H90BrCl2F9N3O18P at a distorted geometry.

Output
HOMO level = -7.856 eV
LUMO = 0.273 eV
total energy = -222430.547 eV
orbital gap = 8.1 eV
2S+1 = 1

Each line ends with the Löwdin charge.
Element x y z (Å)
Br 0.509 3.446 3.631  0.7115
Cl -4.938 -0.392 4.022  0.6167
Cl -2.859 4.695 2.826  0.6376
P -1.603 0.214 -2.514  0.8060
F 4.622 1.734 -2.578  0.1807
F 3.661 2.065 -0.130  0.1637
F 4.148 0.030 0.447  0.1571
F 2.452 0.300 -2.455  0.1250
F 2.842 -1.862 -0.619  0.1235
F 6.010 1.087 -1.028  0.1592
F 0.830 -1.434 -1.286  0.1077
F 4.969 -0.406 -2.230  0.1812
F 1.436 1.335 -0.832  0.1559
O -11.929 0.824 2.753  0.0009
O -5.351 -2.897 -0.154  -0.1468
O -1.431 0.498 0.085  -0.0469
O 5.083 5.716 -7.652  -0.0182
O 1.268 2.112 -7.326  0.0050
O 5.094 6.571 -5.640  0.1123
O 0.981 -3.380 5.885  0.0116
O 12.463 -1.286 -3.155  0.1109
O 1.896 0.024 -7.444  0.0977
O -0.354 -1.753 5.293  0.0872
O 10.818 0.142 -2.938  0.0006
O -9.830 0.615 3.338  0.1088
O -3.432 -0.314 -0.665  -0.1090
O 4.494 -4.040 9.621  0.1136
O -2.543 -3.604 -5.223  0.0099
O 3.898 -1.988 9.136  -0.0239
O -3.602 3.197 0.824  0.0723
O -4.350 -2.759 -4.319  0.0947
N -2.506 -1.575 2.317  0.1093
N -2.032 1.694 -2.785  -0.2874
N -3.309 0.739 2.155  -0.0731
C 2.260 4.268 -6.757  -0.0651
C 9.571 0.684 -3.377  -0.2314
C -4.597 0.176 2.283  -0.6150
C -7.061 0.397 1.890  -0.1085
C -4.245 -1.213 -1.413  -0.1524
C -2.037 -0.412 -0.771  -0.4693
C 0.135 1.521 3.321  -0.6703
C 1.090 3.326 -6.581  -0.2222
C 1.934 1.060 -6.839  -0.5381
C 0.373 -2.216 6.130  -0.5293
C -13.089 1.627 2.535  -0.2415
C -1.974 -5.384 -6.796  -0.0604
C -10.480 2.825 2.772  0.0151
C -3.189 1.969 2.881  -0.2112
C 3.799 -0.600 9.480  -0.2322
C 0.006 -1.031 1.415  -0.0729
C -4.643 -4.766 1.265  -0.0656
C 1.461 -4.687 7.892  -0.0568
C 2.325 0.369 -1.106  -0.3453
C -10.713 1.348 3.004  -0.5229
C 4.604 -2.875 9.869  -0.5203
C 0.553 -1.556 7.478  0.0244
C 6.363 7.787 -7.238  0.0139
C 10.476 -1.886 -4.307  0.0106
C -3.277 3.176 1.981  -0.7575
C -2.167 -0.198 2.375  -0.2831
C -0.331 1.433 1.884  -0.1832
C 3.739 0.798 -0.578  -0.3365
C 5.452 6.673 -6.777  -0.5308
C 2.784 1.226 -5.602  0.0078
C -13.232 2.041 1.085  -0.0640
C -4.252 -2.678 -1.041  -0.1676
C -5.551 -4.250 0.176  -0.2801
C 5.570 -2.367 10.913  0.0172
C 1.389 0.790 3.724  -0.1419
C -4.330 -5.123 -4.488  0.0192
C 6.646 5.350 -9.492  -0.0626
C 2.020 -3.892 6.735  -0.2203
C 11.342 -0.990 -3.448  -0.5334
C -0.976 0.128 1.407  -0.3372
C 8.392 0.089 -2.636  -0.0631
C -5.713 1.092 1.862  -0.2544
C 4.851 0.794 -1.654  -0.5314
C -3.740 -3.740 -4.649  -0.5333
C 1.829 -0.967 -0.507  -0.4241
C 4.952 0.207 8.921  -0.0564
C -1.683 -4.726 -5.466  -0.2295
C 1.438 -0.757 0.947  -0.0465
C 5.274 5.826 -9.063  -0.2375
H -3.067 -1.826 1.529  0.0611
H 0.888 3.106 -5.532  0.1148
H -13.097 2.484 3.210  0.1110
H 5.010 0.080 7.840  0.0853
H -3.591 -5.907 -4.345  0.0709
H -3.958 2.105 3.632  0.1120
H 4.508 5.186 -9.497  0.1197
H 9.725 -1.357 -4.889  0.0689
H 5.652 -3.121 11.690  0.0922
H 11.124 -2.415 -4.999  0.0890
H -11.353 3.449 2.945  0.0690
H 2.615 -4.541 6.096  0.1259
H 6.155 8.664 -6.632  0.0903
H 0.830 -5.495 7.521  0.0834
H 2.198 0.935 3.031  0.0715
H 2.273 -5.111 8.481  0.0725
H 1.791 0.222 1.212  0.0815
H 9.642 1.749 -3.166  0.1244
H -4.703 -0.698 1.687  0.0799
H -13.924 0.992 2.824  0.1218
H 0.448 -0.482 7.346  0.0905
H 0.088 -1.346 2.440  0.1079
H 6.737 5.383 -10.577  0.0820
H 9.983 -2.613 -3.663  0.0941
H 5.271 -1.434 11.384  0.0717
H 4.815 1.265 9.141  0.0849
H 7.436 5.966 -9.063  0.0675
H 0.847 -4.070 8.549  0.0712
H -0.374 -1.897 0.909  0.1117
H -4.655 -4.060 2.077  0.0713
H -1.262 -6.188 -6.982  0.0830
H 6.236 8.065 -8.281  0.0703
H -1.731 -5.431 -4.634  0.1103
H 0.183 3.768 -6.986  0.1231
H 3.792 1.497 -5.912  0.0963
H 1.520 -1.751 7.937  0.0469
H -5.253 -0.875 -1.247  0.1359
H -4.927 -5.350 -5.369  0.0980
H -4.092 -1.140 -2.482  0.0872
H 0.462 1.729 1.220  0.1069
H -0.221 0.063 -2.681  -0.0170
H 2.080 5.207 -6.236  0.0873
H 2.821 0.273 -5.080  0.0802
H 2.679 -3.092 7.069  0.0994
H 6.808 4.326 -9.158  0.0837
H 2.413 1.970 -4.902  0.0685
H -10.137 2.966 1.747  0.0940
H -0.626 1.307 4.049  0.0659
H -1.890 -4.652 -7.597  0.0868
H -14.159 2.595 0.938  0.0808
H 1.207 -0.256 3.914  0.0627
H -5.493 -4.877 -0.708  0.1086
H 1.732 1.208 4.656  0.0580
H 7.395 7.484 -7.071  0.0952
H -5.516 1.403 0.850  0.1154
H -5.788 1.955 2.510  0.1070
H -4.416 -3.289 -1.917  0.0980
H -9.696 3.152 3.449  0.0913
H -6.569 -4.332 0.523  0.1173
H -12.402 2.669 0.763  0.0677
H -3.344 -3.025 -0.557  0.1161
H 8.305 -0.982 -2.823  0.0749
H -2.256 2.067 3.412  0.0819
H -0.235 -1.905 8.144  0.1010
H 3.694 -0.479 10.558  0.1159
H 7.477 0.569 -2.957  0.0619
H 2.865 -0.267 9.033  0.1082
H -4.990 -5.720 1.620  0.0731
H -7.402 0.257 2.896  0.0370
H 8.513 0.227 -1.564  0.0852
H -7.800 1.021 1.415  0.0663
H -0.682 -4.313 -5.477  0.1233
H -2.982 -5.801 -6.830  0.0692
H -1.087 2.184 1.734  0.0794
H 5.066 6.842 -9.402  0.1137
H 2.064 -1.440 1.498  0.1376
H -4.983 -5.115 -3.619  0.0798
H -1.696 -1.439 -0.670  0.1133
H -2.512 2.096 -1.990  -0.0435
H -2.880 -1.920 3.178  0.0623
H 3.186 3.842 -6.373  0.0668
H -1.826 -0.045 3.388  0.1309
H -2.141 -0.717 -3.424  -0.0016
H -13.245 1.160 0.444  0.0833
H 9.468 0.586 -4.459  0.1122
H -7.027 -0.557 1.384  0.0767
H 5.905 -0.110 9.341  0.0690
H 2.416 4.480 -7.815  0.0749
H -3.631 -4.892 0.905  0.0686
H 6.546 -2.237 10.449  0.0979

=====

Number 1: molecular weight 224.2 g/mol. Number 2: molecular weight 85.1 g/mol. Number 3: molecular weight 1362.0 g/mol.